Model w:
{
  "formula": "C19H24N2O3",
  "method": "wB97M-V/def2-TZVPD",
  "gap_ev": 9.1,
  "lumo_energy_ha": 0.0283,
  "e_homo_ev": -8.34,
  "smiles": "O=C(CCN1C(=O)COc2ccccc21)NCCC1=CCCCC1",
  "mol_weight_da": 328.41,
  "species": ["H", "H", "C", "H", "C", "C", "O", "H", "C", "C", "H", "C", "H", "C", "H", "C", "C", "H", "H", "C", "C", "H", "C", "H", "H", "C", "H", "C", "N", "C", "H", "H", "H", "O", "C", "H", "H", "H", "N", "C", "H", "C", "H", "H", "C", "O", "H", "H"],
  "positions_angstrom": [[-3.7056, 1.1382, 2.8889], [-1.4712, -0.7775, -1.6090], [1.2395, 3.0124, -0.2451], [1.5784, -2.5755, 0.2132], [1.0050, 1.3382, -2.1364], [1.0596, -2.1692, -2.3932], [-0.1808, 1.5006, -2.3479], [2.7568, 0.6045, 3.2542], [1.8814, 2.4013, -1.4915], [-1.5921, 1.0254, 3.1730], [1.7891, -0.4004, 2.1402], [-1.3864, 1.8845, 0.5423], [2.0204, 3.1988, -2.2251], [-2.7361, 1.2786, 2.4373], [1.9113, 3.7869, 0.1405], [-2.2394, -2.4169, -0.4464], [0.1198, -2.1335, -1.2188], [-1.6412, 0.6826, 4.1939], [0.0522, -0.5656, -3.4605], [-2.6296, 1.6756, 1.1157], [1.0687, -0.8739, -3.2121], [2.6424, 0.1248, -2.2400], [0.5320, -2.3702, 0.0193], [-0.4351, -3.5089, 1.5123], [-2.2090, -3.5088, -0.4669], [1.9014, 0.6064, 2.5764], [1.6271, -1.0363, -4.1414], [-0.3724, -2.4564, 1.2111], [1.0509, 2.0323, 0.8135], [-0.2305, 1.6991, 1.2913], [0.2779, 3.4589, -0.4897], [-1.5803, -2.2968, -2.5007], [-3.5168, 1.8288, 0.5213], [3.2885, 1.9098, 1.1128], [-1.7678, -1.9184, 0.9131], [2.8587, 1.9993, -1.2261], [2.0751, -2.3845, -2.0514], [0.0617, -1.9153, 2.0566], [1.6719, 0.2234, -2.4933], [-1.3246, -1.8594, -1.5324], [-3.2684, -2.1018, -0.6282], [2.1644, 1.5837, 1.4423], [-2.4600, -2.2263, 1.6991], [0.7526, -2.9804, -3.0600], [-0.3435, 1.2123, 2.6003], [0.7683, 0.9349, 3.3474], [-1.7416, -0.8289, 0.8974], [-1.3228, 2.1637, -0.4971]],
  "nbo_charge": [0.22, 0.23, -0.21, 0.19, 0.69, -0.41, -0.66, 0.22, -0.50, -0.26, 0.19, -0.23, 0.24, -0.21, 0.22, -0.39, 0.01, 0.23, 0.23, -0.23, -0.23, 0.40, -0.19, 0.21, 0.19, -0.16, 0.19, -0.44, -0.43, 0.07, 0.23, 0.21, 0.22, -0.62, -0.39, 0.23, 0.20, 0.21, -0.61, -0.46, 0.21, 0.66, 0.21, 0.21, 0.33, -0.49, 0.21, 0.25]
}

Model x:
{
  "formula": "C19H24N2O3",
  "method": "wB97M-V/def2-TZVPD",
  "gap_ev": 8.8,
  "lumo_energy_ha": 0.0285,
  "e_homo_ev": -8.00,
  "smiles": "COc1ccccc1NC(=O)[C@@H](C)N(C)CCOc1ccccc1",
  "mol_weight_da": 328.41,
  "species": ["O", "C", "H", "H", "H", "C", "H", "H", "C", "H", "C", "H", "C", "C", "H", "H", "C", "C", "H", "H", "H", "O", "H", "H", "H", "C", "C", "H", "H", "C", "C", "H", "C", "H", "H", "C", "C", "H", "C", "H", "N", "H", "C", "H", "C", "O", "C", "N"],
  "positions_angstrom": [[0.3056, 1.7696, 0.5196], [-3.2573, 1.5503, 1.0695], [1.0667, 0.8094, -1.1439], [1.0712, -0.3743, 1.4408], [3.8614, 1.4337, 2.4072], [-1.0194, 1.7451, 0.2043], [2.6823, 2.4663, 0.8417], [3.3960, 1.8478, -0.6591], [-1.2118, -1.6523, 2.0542], [-3.2946, 1.9200, -2.2818], [1.6187, -1.4351, -0.1680], [4.7705, -0.3323, -1.1186], [1.2562, 1.6928, -0.5229], [3.7594, -0.7039, -1.2721], [-4.3639, -2.3379, 1.0811], [3.2400, -0.0562, -1.9736], [-0.6403, -1.3812, 0.8203], [-1.4370, -1.4117, -0.3382], [-0.8386, -0.9420, -3.4914], [-1.4820, 1.5152, 2.2722], [-3.4017, -1.8185, -1.0958], [1.4267, -2.2626, -1.0306], [-0.8807, 1.9834, -1.9308], [-3.9230, 1.4237, 1.9099], [-2.9797, -2.1991, 3.1260], [4.0600, 0.6027, 1.7308], [-3.3214, -2.0650, 1.0162], [1.2016, 2.5910, -1.1554], [4.9938, 0.8140, 1.1901], [-1.5386, -1.2177, -2.7040], [-1.8961, 1.5986, 1.2799], [-4.8356, 1.6158, -0.3799], [-1.5336, 1.8646, -1.0807], [3.8092, -1.6973, -1.7081], [-0.5896, -1.6003, 2.9357], [3.0062, -0.7997, 0.0585], [-2.9042, 1.8212, -1.2784], [-2.4272, -0.5796, -2.7647], [-2.7722, -1.7778, -0.2214], [-1.8265, -2.2650, -2.8322], [2.9182, 0.4234, 0.8543], [3.5342, -1.5338, 0.6818], [2.6419, 1.6472, 0.1183], [4.2005, -0.2965, 2.3285], [-2.5488, -1.9895, 2.1591], [-0.8472, -1.0204, -1.4973], [-3.7698, 1.6573, -0.2138], [0.7203, -1.0437, 0.7629]],
  "nbo_charge": [-0.53, -0.19, 0.20, 0.44, 0.20, 0.39, 0.21, 0.18, -0.20, 0.21, 0.68, 0.21, -0.09, -0.63, 0.21, 0.20, 0.07, 0.38, 0.20, 0.22, 0.22, -0.61, 0.22, 0.21, 0.21, -0.40, -0.20, 0.18, 0.17, -0.25, -0.27, 0.21, -0.33, 0.25, 0.21, -0.14, -0.19, 0.17, -0.30, 0.18, -0.46, 0.22, -0.23, 0.20, -0.24, -0.51, -0.25, -0.64]
}

model w is the most stable structure; the next one sits 138.9 kJ/mol above it.

Model w:
{
  "formula": "C2H2Br6",
  "method": "wB97M-V/def2-TZVPD",
  "gap_ev": 9.8,
  "lumo_energy_ha": -0.0176,
  "e_homo_ev": -10.32,
  "mol_weight_da": 505.46,
  "species": ["H", "Br", "Br", "Br", "Br", "H", "C", "Br", "C", "Br"],
  "positions_angstrom": [[1.7204, 1.6762, -0.5102], [-4.5987, -2.4307, 1.2796], [-1.4252, -1.3928, 1.4853], [3.4210, 2.7706, -2.1367], [-3.1118, -1.3135, -1.2767], [-2.4992, -3.3063, 0.1016], [-2.7961, -2.2918, 0.3675], [3.9045, 0.6649, 0.3138], [2.7397, 2.0611, -0.4783], [2.6454, 3.5623, 0.8541]],
  "nbo_charge": [0.23, 0.05, 0.09, 0.12, 0.09, 0.22, -0.45, 0.07, -0.46, 0.04]
}

Model x:
{
  "formula": "C2H2Br6",
  "method": "wB97M-V/def2-TZVPD",
  "gap_ev": 8.5,
  "lumo_energy_ha": -0.0293,
  "e_homo_ev": -9.27,
  "mol_weight_da": 505.46,
  "species": ["Br", "Br", "H", "H", "Br", "C", "Br", "C", "Br", "Br"],
  "positions_angstrom": [[0.0828, 0.7090, 1.2026], [2.6130, -1.6224, -1.5238], [0.9525, -0.1428, -0.1780], [-0.9449, 2.3727, -0.4260], [-2.8775, 1.7082, 0.8143], [-1.2514, 1.4052, -0.0284], [-1.5429, 0.1707, -1.5763], [1.3185, -1.1526, 0.0076], [2.0152, -1.3580, 1.9470], [-0.3654, -2.0899, -0.2390]],
  "nbo_charge": [0.15, 0.04, 0.18, 0.23, 0.13, -0.51, 0.05, -0.43, 0.07, 0.09]
}

model w is the most stable structure; the next one sits 244.3 kJ/mol above it.

Model w:
{
  "formula": "C2H3FO3S",
  "method": "wB97M-V/def2-TZVPD",
  "gap_ev": 11.8,
  "lumo_energy_ha": 0.0233,
  "e_homo_ev": -11.15,
  "smiles": "C=COS(=O)(=O)F",
  "mol_weight_da": 126.11,
  "species": ["S", "C", "C", "O", "H", "F", "H", "H", "O", "O"],
  "positions_angstrom": [[0.0145, 1.0944, -1.3386], [0.0318, -0.8975, 0.2853], [-0.2886, -1.0722, 1.5551], [-0.7629, -0.1179, -0.6594], [0.5261, -1.5903, 2.0681], [0.1554, 2.0282, -0.0169], [1.0897, -1.2381, 0.0021], [-1.1487, -0.7933, 2.0554], [1.3386, 0.8807, -1.7889], [-0.9558, 1.7060, -2.1623]],
  "nbo_charge": [2.57, 0.07, -0.40, -0.68, 0.22, -0.49, 0.22, 0.22, -0.87, -0.87]
}

Model x:
{
  "formula": "C2H3FO3S",
  "method": "wB97M-V/def2-TZVPD",
  "gap_ev": 10.4,
  "lumo_energy_ha": 0.0179,
  "e_homo_ev": -9.93,
  "mol_weight_da": 126.11,
  "species": ["O", "C", "O", "C", "H", "H", "H", "O", "S", "F"],
  "positions_angstrom": [[0.4246, 0.7616, -0.5185], [1.5777, 0.6115, -0.2729], [-1.5062, -1.2853, 0.5203], [2.8416, 0.6854, -0.0809], [-1.8437, -2.1412, 0.0796], [3.1724, 0.5861, 0.8587], [3.4622, 0.3866, -1.0015], [-2.4434, 0.9364, 1.0610], [-2.1246, 0.1087, -0.0977], [-3.5606, -0.6498, -0.5483]],
  "nbo_charge": [-0.51, 0.73, -0.91, -0.75, 0.52, 0.25, 0.27, -0.86, 1.80, -0.55]
}

model w is the most stable structure; the next one sits 29.2 kJ/mol above it.

Model w:
{
  "formula": "C10H13NO3",
  "method": "wB97M-V/def2-TZVPD",
  "gap_ev": 10.5,
  "lumo_energy_ha": 0.0277,
  "e_homo_ev": -9.77,
  "mol_weight_da": 195.22,
  "species": ["N", "H", "H", "H", "H", "C", "C", "C", "H", "H", "H", "C", "H", "H", "O", "H", "C", "O", "H", "O", "C", "C", "C", "H", "C", "C", "H"],
  "positions_angstrom": [[-1.4473, 0.6617, -1.1249], [3.9820, 0.1776, -0.8076], [-3.0420, -2.6810, -0.2632], [-3.6406, 1.5073, 1.1768], [3.1263, -0.6857, 1.8717], [-2.8780, -1.5961, -0.3957], [-3.3927, 0.7119, 0.3375], [-2.7883, -0.5907, 0.7589], [1.4009, 1.3983, -0.6529], [-3.4103, -1.3784, -1.2165], [-2.6526, 2.2607, -0.9074], [-2.3933, 1.3157, -0.6388], [2.4957, 1.0348, 1.8480], [-2.6601, -0.7286, 1.8421], [0.7648, -0.5712, 0.0177], [4.1966, 0.6643, 1.4432], [3.0119, 0.2247, -0.1964], [2.3403, -1.9665, -0.9058], [-4.2764, 0.6255, -0.1841], [-0.0624, -2.5485, 0.6700], [3.2538, 0.3784, 1.3055], [-1.5731, -0.9271, -0.1314], [-0.2559, -1.4613, 0.2198], [2.5615, 1.3575, -1.9527], [2.3930, 1.4269, -0.9542], [2.0207, -0.9342, -0.4043], [2.9256, 2.3240, -0.7554]],
  "nbo_charge": [-0.34, 0.23, 0.24, 0.22, 0.21, -0.39, -0.47, -0.23, 0.23, 0.22, 0.18, 0.08, 0.21, 0.25, -0.54, 0.21, -0.31, -0.53, 0.22, -0.51, -0.59, 0.00, 0.77, 0.21, -0.60, 0.82, 0.20]
}

Model x:
{
  "formula": "C10H13NO3",
  "method": "wB97M-V/def2-TZVPD",
  "gap_ev": 8.7,
  "lumo_energy_ha": 0.0200,
  "e_homo_ev": -8.13,
  "mol_weight_da": 195.22,
  "species": ["H", "H", "H", "H", "H", "N", "C", "C", "H", "H", "H", "C", "C", "C", "C", "C", "H", "H", "C", "H", "C", "O", "C", "H", "O", "H", "O"],
  "positions_angstrom": [[-2.1485, -3.8024, -0.5308], [0.3952, -1.7695, 1.1671], [-1.9728, 3.9697, -0.9222], [0.2561, -1.4927, -1.3377], [-1.4225, 0.2859, 0.7656], [-0.7413, -0.1353, 0.9092], [-0.4401, -1.4147, 0.6856], [0.2922, 0.8568, 0.3899], [-3.0804, 3.4386, 0.2392], [-1.5275, 4.2745, 0.7694], [3.7001, 1.1748, -0.0527], [-1.9786, 3.5795, 0.1704], [-0.1832, 2.0676, 0.1752], [2.4349, 1.5321, 0.1736], [2.0488, 2.7958, -0.2090], [1.6307, 0.5158, 0.2400], [0.6225, 4.0972, -0.6361], [-1.5449, -1.9927, 1.2402], [-0.3471, -3.4405, -0.5913], [2.0791, -0.4251, 0.7188], [0.5907, 3.0778, -0.3036], [0.5733, -4.0534, -0.7972], [-0.4523, -2.0351, -0.6612], [-1.4245, -1.7102, -1.0497], [-1.4886, -4.2048, -0.4524], [2.9084, 3.5366, -0.3910], [-1.4276, 2.1764, 0.2704]],
  "nbo_charge": [0.43, 0.19, 0.19, 0.25, 0.35, -0.56, -0.12, 0.11, 0.21, 0.20, 0.19, -0.26, 0.23, -0.20, -0.22, -0.27, 0.25, 0.14, 0.77, 0.23, -0.32, -0.51, -0.57, 0.21, -0.66, 0.22, -0.49]
}

model w is the most stable structure; the next one sits 419.8 kJ/mol above it.